1.
129
Properties=species:S:1:pos:R:3 method="wB97M-V/def2-TZVPD" orbital_gap_ev=7.81
Cl 2.056 5.574 0.699
Cl 3.855 -1.185 8.407
Cl -6.127 -4.600 -3.233
Cl 3.341 4.719 -2.632
Cl -3.421 5.421 3.890
Cl -8.354 -4.746 0.661
Cl 8.240 -0.258 -0.389
Cl 1.372 -3.063 -8.133
Cl 6.454 2.847 -1.093
Cl 4.182 1.496 -2.323
Cl -3.485 -2.698 7.553
Cl 2.800 5.014 -5.489
Cl 1.694 -2.773 3.957
Cl 1.738 0.039 6.816
Cl 7.146 5.771 -0.400
Cl 1.932 0.084 3.394
Cl -1.355 3.888 5.272
Cl 9.392 4.592 1.044
Cl 1.733 1.128 12.026
Cl -6.012 -5.879 1.977
Cl -0.817 -1.136 -8.256
Cl 9.962 1.080 -2.330
Cl 4.315 6.939 1.949
Cl -8.824 -5.199 -4.187
Cl -0.410 -0.527 10.937
Cl -1.308 -1.276 6.227
S -0.510 -6.751 -1.041
S -2.249 0.380 1.418
S -2.853 3.714 -5.245
F -1.277 1.404 2.282
F -3.720 -4.255 2.812
F -0.247 -0.905 -4.209
F 0.211 3.370 -1.088
O 0.294 -5.732 1.367
O -3.611 0.872 1.375
O -4.139 -1.729 0.321
O -2.241 -0.852 2.201
O -2.959 4.295 -6.573
O -2.348 -2.805 -4.210
O -4.403 3.469 -4.705
O -2.225 4.684 -4.354
N 0.332 -3.583 1.079
N -0.078 -4.086 -0.103
C 0.909 0.591 10.559
C 5.596 2.523 -2.600
C -1.029 -5.882 -2.583
C 2.459 -1.479 7.362
C -2.508 -5.340 -2.509
C -2.478 -1.246 7.553
C 3.455 6.623 0.437
C 8.272 5.957 0.949
C -0.137 2.310 -0.226
C -2.816 3.807 4.277
C 0.849 1.465 -3.119
C -1.621 0.128 -0.272
C 2.484 1.897 0.044
C -3.203 -2.038 -0.369
C 0.004 -2.353 -7.269
C -3.470 -4.576 0.343
C 0.172 2.660 -3.907
C 9.868 0.339 -0.728
C -0.208 0.643 -2.295
C -1.687 -1.417 -2.324
C -2.781 -4.267 1.749
C -0.092 -5.437 0.109
C -0.706 -0.566 -2.965
C 1.075 2.044 0.740
C -2.037 2.087 -5.254
C -7.171 -4.544 1.959
C 3.447 5.789 -4.040
C -0.649 1.027 -0.947
C -2.633 -3.856 -2.018
C -3.066 -3.547 -0.753
C -2.146 -1.065 -0.967
C -0.455 2.179 -5.282
C -7.847 -4.254 -3.058
C 0.574 -4.500 2.011
C 0.818 -1.254 3.684
C -2.247 -2.718 -3.014
H 0.173 -1.373 2.815
H 0.936 3.470 -4.023
H -0.333 -5.060 -2.884
H 10.132 1.082 0.020
H 1.714 -2.042 7.919
H 2.750 2.824 -0.519
H 5.269 3.463 -3.023
H -3.192 -6.029 -1.941
H 0.218 -1.031 4.563
H -3.116 -0.374 7.439
H 0.501 1.457 10.046
H -0.703 -3.140 -7.019
H 6.268 2.021 -3.291
H 1.576 1.905 -2.385
H -2.328 1.456 -4.371
H -2.058 -5.099 1.960
H -0.675 3.051 -3.288
H -6.632 -3.611 1.805
H 0.367 -1.882 -6.360
H 7.705 6.013 1.874
H -1.940 -1.190 8.497
H 4.133 6.138 -0.259
H 10.564 -0.494 -0.684
H -8.019 -3.197 -3.243
H -3.309 -5.644 0.072
H -4.586 -4.444 0.542
H 2.780 -2.048 6.495
H -2.263 -3.278 1.771
H 3.240 1.763 0.865
H 0.849 1.092 1.301
H 1.398 0.812 -3.846
H -2.907 -5.363 -3.568
H -1.015 -6.668 -3.391
H 2.878 6.692 -3.839
H -2.583 3.287 3.353
H 3.112 7.568 0.023
H 1.122 2.874 1.492
H 4.490 6.040 -4.212
H -0.006 1.191 -5.585
H 2.459 0.981 -0.595
H 8.842 6.872 0.809
H -4.376 2.958 -3.869
H -7.693 -4.515 2.910
H 1.627 0.086 9.917
H -3.583 3.264 4.823
H -2.332 1.564 -6.205
H -0.180 2.913 -6.083
H -8.135 -4.507 -2.043
H -1.008 2.696 0.379
H 0.943 -4.388 3.061

***

2.
100
Properties=species:S:1:pos:R:3 method="wB97M-V/def2-TZVPD" orbital_gap_ev=4.31 relative_energy_kcal_mol=41.6
Cs -0.552 -0.234 0.644
Ge 3.802 0.395 2.134
O 0.028 0.863 -3.552
O -2.256 2.926 4.339
O 0.075 1.384 -1.378
O 0.230 -2.311 -1.577
O -1.758 -4.115 4.119
N -2.360 -0.574 -1.874
N -1.424 -2.993 2.190
N -1.834 -0.561 3.623
N -1.717 1.991 2.358
N -2.887 2.158 -6.309
N -0.669 1.414 -5.936
N -1.135 3.103 -7.427
C -0.584 3.999 1.368
C 1.804 -3.326 -3.030
C -2.004 1.828 3.579
C -1.679 -2.948 3.426
C -3.948 1.096 -4.278
C 1.198 -6.262 -0.327
C -2.135 0.540 4.300
C 0.368 5.878 0.186
C -2.065 0.788 -2.317
C 3.323 1.829 3.418
C -0.715 5.259 0.787
C -1.303 -4.406 1.821
C -0.504 1.036 -2.402
C 2.348 -5.504 -0.148
C 1.119 -3.972 1.248
C 1.600 5.238 0.158
C 2.305 -1.153 -1.755
C 1.342 -2.261 -2.069
C -3.738 1.072 -5.798
C -2.557 0.522 5.626
C 2.303 -4.356 0.631
C -1.960 -1.732 4.231
C 0.016 -5.877 0.286
C -2.665 -0.702 6.260
C -1.560 2.194 -6.516
C -0.028 -4.739 1.086
C 2.405 -0.885 1.899
C 0.645 3.356 1.320
C -2.539 1.090 -3.723
C -1.407 -5.148 3.178
C 1.733 3.980 0.722
C -1.985 4.056 3.488
C -2.366 -1.856 5.557
C 4.235 1.215 0.377
C -1.781 3.430 2.088
C 5.603 -0.142 2.806
H 0.251 6.858 -0.260
H 1.098 -3.053 1.822
H -0.886 -6.463 0.137
H -1.679 5.759 0.806
H 2.077 -0.320 -2.429
H -2.983 -0.757 7.293
H 2.413 -2.901 -3.828
H 0.952 -3.870 -3.433
H -2.784 1.446 6.136
H -2.453 1.493 -1.575
H 2.802 -1.605 1.163
H -4.681 1.144 -6.341
H 1.222 -7.150 -0.946
H 2.300 -1.456 2.838
H -2.184 -5.911 3.202
H 6.278 0.717 2.842
H -2.663 3.602 1.462
H -1.670 -1.247 -2.193
H -2.120 2.065 -3.978
H -3.258 0.134 -6.076
H 2.684 3.466 0.697
H -3.279 -0.880 -2.164
H -2.150 -4.657 1.176
H 3.183 -3.741 0.768
H 0.782 2.365 1.735
H -4.532 0.207 -4.024
H 2.173 -0.799 -0.732
H 4.838 2.121 0.487
H 2.364 2.300 3.200
H -2.442 -2.832 6.012
H -0.610 1.101 -4.895
H -2.018 0.333 -4.310
H -1.082 4.550 3.847
H 5.527 -0.559 3.813
H 4.092 2.605 3.447
H -2.829 4.739 3.547
H -3.373 2.989 -6.602
H 0.245 1.434 -6.362
H 2.452 5.716 -0.308
H 2.429 -4.026 -2.469
H 6.049 -0.904 2.163
H -1.766 3.499 -8.098
H 3.256 1.387 4.416
H 3.339 -1.459 -1.914
H -0.454 -5.582 3.481
H 3.338 1.449 -0.198
H 4.822 0.499 -0.204
H -4.526 1.972 -3.972
H 3.275 -5.806 -0.620
H -0.191 3.443 -7.392

***

E_HOMO for the records above, in order: -9.39 -4.72 eV